Here is a 13-piece molecular cluster, C60H153N7O20 overall in a non-equilibrium geometry from the Open Molecules 2025 dataset. Energies are from ωB97M-V/def2-TZVPD.

Results
- E (Ha) = -4265.50736
- HOMO energy (hartree) = -0.2975
- LUMO energy (eV) = 0.4
- total charge = 0

Structure (XYZ):
```
240
C60H153N7O20, DFT ωB97M-V/def2-TZVPD
C 0.63 -0.93 1.01
C 0.34 -0.03 -0.21
C 1.67 0.41 -0.89
O -0.54 -0.64 -1.16
H 1.02 -1.92 0.76
H -0.28 -1.06 1.59
H 1.40 -0.58 1.70
H -0.18 0.84 0.21
H 2.08 1.22 -0.28
H 1.43 0.82 -1.88
H 2.44 -0.35 -1.01
H -1.27 -0.90 -0.59
C 2.58 -2.00 -7.68
C 3.23 -2.94 -6.65
C 4.68 -3.25 -6.99
O 3.20 -2.33 -5.39
H 2.07 -2.67 -8.38
H 3.27 -1.35 -8.22
H 1.71 -1.45 -7.33
H 2.58 -3.82 -6.66
H 4.71 -3.50 -8.05
H 5.05 -4.05 -6.36
H 5.38 -2.43 -6.80
H 2.56 -2.77 -4.83
C -3.20 0.95 0.41
C -3.76 -0.46 0.73
C -4.83 -0.94 -0.31
O -2.72 -1.45 0.69
H -2.41 1.26 1.09
H -4.04 1.65 0.37
H -2.77 1.04 -0.59
H -4.21 -0.33 1.71
H -4.41 -1.21 -1.28
H -5.63 -0.23 -0.50
H -5.25 -1.87 0.07
H -3.05 -2.35 0.69
C -3.49 -5.40 -1.35
C -2.55 -4.73 -0.34
C -1.61 -3.86 -1.05
O -3.30 -4.06 0.63
H -4.06 -4.62 -1.86
H -4.30 -5.94 -0.85
H -2.97 -6.10 -2.00
H -1.95 -5.52 0.11
H -0.85 -3.43 -0.39
H -2.11 -2.98 -1.46
H -1.17 -4.39 -1.89
H -3.83 -4.75 1.03
C 2.58 1.40 -5.30
C 1.43 1.65 -6.28
C 0.15 0.92 -5.89
O 1.23 3.04 -6.43
H 2.78 0.35 -5.09
H 2.27 1.86 -4.35
H 3.53 1.80 -5.64
H 1.73 1.39 -7.29
H 0.43 -0.12 -5.72
H -0.55 0.80 -6.72
H -0.43 1.32 -5.05
H 1.12 3.51 -5.60
C -3.98 -1.99 4.10
C -3.90 -2.98 5.29
C -3.82 -2.21 6.58
O -5.12 -3.73 5.43
H -3.06 -1.41 4.07
H -4.89 -1.41 4.19
H -3.98 -2.57 3.17
H -3.13 -3.74 5.14
H -4.70 -1.57 6.70
H -2.85 -1.71 6.59
H -3.83 -2.89 7.44
H -5.18 -4.00 6.35
C 3.84 -6.87 -1.53
O 2.96 -5.78 -1.82
C 3.56 -4.52 -2.13
C 2.51 -3.41 -2.22
N 1.67 -3.63 -3.45
C 0.61 -2.60 -3.64
C -0.28 -3.04 -4.82
O -0.89 -4.29 -4.59
C -1.97 -4.53 -5.49
H 4.62 -7.03 -2.27
H 3.26 -7.77 -1.31
H 4.37 -6.69 -0.59
H 4.21 -4.57 -3.00
H 4.18 -4.36 -1.25
H 3.10 -2.51 -2.37
H 1.88 -3.24 -1.35
H 1.28 -4.56 -3.34
H 0.94 -1.57 -3.82
H 0.06 -2.44 -2.72
H 0.36 -3.10 -5.70
H -0.93 -2.18 -4.96
H -2.45 -5.48 -5.26
H -1.59 -4.56 -6.51
H -2.82 -3.86 -5.50
C -3.30 -0.65 -3.77
O -3.96 0.49 -3.46
C -3.27 1.67 -3.92
C -4.17 2.93 -3.73
N -4.23 3.27 -2.32
C -5.02 4.48 -2.10
C -5.33 4.76 -0.60
O -6.10 3.67 -0.13
C -6.40 3.69 1.23
H -3.89 -1.55 -3.59
H -2.49 -0.74 -3.05
H -3.01 -0.67 -4.82
H -2.77 1.66 -4.88
H -2.48 1.73 -3.17
H -5.17 2.63 -4.03
H -3.84 3.77 -4.34
H -4.64 2.44 -1.92
H -5.97 4.35 -2.62
H -4.51 5.35 -2.52
H -5.95 5.65 -0.49
H -4.38 4.77 -0.07
H -6.68 2.69 1.56
H -7.11 4.49 1.47
H -5.47 3.79 1.78
C -0.68 8.76 3.31
O 0.09 7.80 2.74
C 1.11 7.27 3.60
C 0.64 6.28 4.69
N 0.26 4.95 4.23
C -1.12 4.94 3.79
C -1.70 3.50 3.69
O -1.48 2.73 4.84
C -1.87 1.40 4.70
H -1.33 8.48 4.14
H -1.33 9.24 2.58
H -0.07 9.59 3.68
H 1.53 8.12 4.13
H 1.88 6.79 3.00
H -0.12 6.71 5.33
H 1.48 6.07 5.35
H 0.35 4.23 4.94
H -1.08 5.44 2.82
H -1.60 5.52 4.58
H -1.14 3.04 2.87
H -2.72 3.52 3.32
H -1.50 0.94 3.79
H -2.95 1.35 4.73
H -1.51 0.80 5.54
C 1.54 -0.20 5.35
O 1.66 0.26 4.06
C 1.76 1.69 3.99
C 2.05 2.13 2.56
N 2.28 3.58 2.45
C 2.49 4.19 1.16
C 3.82 3.85 0.55
O 4.09 4.59 -0.66
C 3.48 4.04 -1.86
H 1.28 -1.25 5.21
H 0.72 0.32 5.84
H 2.47 -0.16 5.91
H 2.44 2.08 4.74
H 0.81 2.18 4.20
H 1.17 1.79 2.01
H 2.98 1.62 2.29
H 1.56 4.11 2.93
H 2.36 5.27 1.16
H 1.75 3.81 0.46
H 3.97 2.78 0.42
H 4.62 4.10 1.24
H 3.72 4.57 -2.78
H 2.40 3.96 -1.73
H 3.82 3.04 -2.14
C 0.10 8.13 -5.46
O -0.62 7.02 -4.88
C -0.83 5.96 -5.82
C -1.21 4.74 -4.96
N 0.03 4.53 -4.22
C -0.27 3.80 -3.06
C -0.81 4.48 -1.86
O 0.19 5.42 -1.30
C -0.26 5.89 -0.11
H 0.10 8.89 -4.69
H -0.45 8.60 -6.28
H 1.10 7.91 -5.82
H 0.10 5.73 -6.33
H -1.59 6.16 -6.57
H -1.56 3.96 -5.64
H -2.03 4.98 -4.30
H 0.30 5.47 -3.95
H 0.62 3.21 -2.82
H -0.96 3.03 -3.39
H -1.15 3.75 -1.12
H -1.68 5.11 -2.06
H -0.34 5.10 0.64
H -1.23 6.37 -0.24
H 0.47 6.58 0.30
C 5.51 -0.95 -3.26
O 5.33 -1.05 -1.84
C 5.68 0.13 -1.15
C 5.96 -0.06 0.34
N 4.74 -0.49 1.06
C 5.10 -0.76 2.46
C 4.15 -1.86 3.08
O 4.55 -3.05 2.45
C 3.54 -4.03 2.60
H 5.40 -1.87 -3.84
H 6.51 -0.59 -3.48
H 4.70 -0.28 -3.56
H 4.91 0.89 -1.23
H 6.62 0.48 -1.57
H 6.42 0.86 0.72
H 6.68 -0.87 0.46
H 4.37 -1.34 0.66
H 4.97 0.16 3.03
H 6.10 -1.16 2.62
H 3.12 -1.60 2.83
H 4.25 -1.97 4.15
H 3.26 -4.30 3.61
H 4.01 -4.90 2.15
H 2.61 -3.85 2.05
C -2.97 -8.80 6.83
O -2.24 -7.54 6.97
C -1.22 -7.63 7.94
C -0.25 -6.43 7.81
N 0.53 -6.69 6.64
C 1.37 -5.58 6.21
C 0.63 -4.32 5.67
O 0.32 -4.58 4.30
C -0.29 -3.62 3.50
H -3.45 -9.07 7.78
H -2.24 -9.58 6.61
H -3.66 -8.75 5.99
H -0.55 -8.48 7.82
H -1.58 -7.75 8.97
H 0.44 -6.38 8.66
H -0.93 -5.59 7.79
H -0.12 -6.87 5.88
H 1.96 -6.03 5.42
H 2.08 -5.26 6.96
H 1.29 -3.46 5.76
H -0.22 -4.11 6.33
H 0.50 -3.02 3.05
H -0.94 -2.97 4.09
H -0.91 -4.11 2.76
```